Version 1
C4H7N3S | wB97M-V/def2-TZVPD

HOMO level (eV): -8.47
Orbital gap (eV): 8.7914
SMILES: S=CNC1=NNCC1

CARTESIAN COORDINATES (ANGSTROEM)
S -4.258 -0.254 0.093
C -2.674 -0.405 -0.148
N -1.617 0.515 -0.309
C -0.257 0.115 -0.106
N 0.008 -1.142 -0.071
N 1.439 -1.233 -0.262
C 1.990 0.021 0.276
C 0.879 0.978 -0.010
H -2.222 -1.514 -0.095
H -1.911 1.526 -0.068
H 1.727 -2.031 0.427
H 2.753 0.271 -0.621
H 2.479 -0.013 1.312
H 0.690 1.865 0.629
H 0.972 1.300 -1.047

Version 2
C4H7N3S | wB97M-V/def2-TZVPD

HOMO level (eV): -8.59
Orbital gap (eV): 8.1858

CARTESIAN COORDINATES (ANGSTROEM)
C 0.713 1.427 -1.701
C -0.138 -0.033 0.024
C 1.080 -0.664 0.642
C -0.629 -1.575 1.596
H 0.083 2.339 -2.210
H 1.679 1.838 -1.161
H 1.295 0.865 -2.650
H 1.714 0.033 1.239
H 1.734 -1.180 -0.175
H -1.103 -2.322 2.356
H -2.597 1.300 0.157
N -0.371 0.655 -0.987
N 0.655 -1.645 1.593
N -1.197 -0.570 0.865
S -2.917 -0.467 0.412

Version 3
C4H7N3S | wB97M-V/def2-TZVPD

HOMO level (eV): -7.92
Orbital gap (eV): 7.7832

CARTESIAN COORDINATES (ANGSTROEM)
C 0.234 -0.905 1.707
C -0.991 -1.049 0.993
C -1.099 -0.328 -0.216
C 0.020 0.733 -2.139
H 3.348 0.852 1.428
H 0.298 -1.215 2.698
H -1.912 -1.548 1.409
H -2.176 -0.158 -0.715
H 0.767 0.272 -0.166
H 1.185 0.968 -2.440
H -2.187 1.031 -2.417
N 1.155 -0.050 1.298
N -0.088 0.305 -0.845
N -0.976 0.899 -2.907
S 2.422 0.196 2.314

Quick ranking, most stable first: version 1, version 3, version 2.

Version 1
C21H32N4O3 | wB97M-V/def2-TZVPD

HOMO level (eV): -8.57
Orbital gap (eV): 9.2873
SMILES: COc1ccc(CN2C[C@@H](C(=O)NCCCN3CCN(C)CC3)CC2=O)cc1

CARTESIAN COORDINATES (ANGSTROEM)
C -0.064 -4.513 0.634
O 0.442 -3.911 -0.533
C 1.433 -2.987 -0.414
C 1.941 -2.479 -1.611
C 2.942 -1.532 -1.600
C 3.462 -1.062 -0.399
C 4.481 0.050 -0.358
N 3.806 1.320 -0.176
C 3.205 2.032 -1.280
C 2.148 2.931 -0.618
C 0.753 2.298 -0.675
O -0.212 2.909 -1.082
N 0.707 1.018 -0.258
C -0.506 0.235 -0.241
C -0.903 -0.158 1.181
C -2.195 -0.976 1.173
N -3.263 -0.306 0.459
C -4.349 -1.207 0.125
C -5.361 -0.485 -0.758
N -5.901 0.659 -0.049
C -6.933 1.325 -0.811
C -4.816 1.560 0.293
C -3.800 0.839 1.170
C 2.647 3.061 0.826
C 3.518 1.833 1.040
O 3.897 1.382 2.098
C 2.953 -1.568 0.790
C 1.953 -2.526 0.792
H 0.719 -5.048 1.181
H -0.534 -3.779 1.297
H -0.816 -5.224 0.296
H 1.533 -2.849 -2.538
H 3.331 -1.160 -2.538
H 5.066 0.089 -1.279
H 5.149 -0.081 0.497
H 2.760 1.336 -1.996
H 3.965 2.629 -1.800
H 2.071 3.900 -1.114
H 1.531 0.573 0.115
H -1.294 0.842 -0.688
H -0.362 -0.666 -0.846
H -1.021 0.743 1.784
H -0.107 -0.757 1.631
H -2.483 -1.217 2.214
H -2.002 -1.917 0.650
H -3.942 -2.063 -0.419
H -4.863 -1.575 1.031
H -6.182 -1.165 -1.002
H -4.864 -0.181 -1.696
H -7.739 0.620 -1.011
H -7.331 2.152 -0.224
H -6.566 1.722 -1.771
H -5.229 2.411 0.839
H -4.304 1.936 -0.610
H -2.990 1.530 1.405
H -4.289 0.530 2.112
H 1.842 3.095 1.559
H 3.261 3.953 0.961
H 3.341 -1.203 1.729
H 1.593 -2.905 1.735

Version 2
C21H32N4O3 | wB97M-V/def2-TZVPD

HOMO level (eV): -8.96
Orbital gap (eV): 9.5395
SMILES: Cc1ccnc(NC(=O)CCC(=O)N(CC(=O)NC(C)(C)C)C2CCCC2)c1

CARTESIAN COORDINATES (ANGSTROEM)
C 3.528 -2.846 2.046
C 2.167 -2.727 2.654
C 1.695 -3.681 3.553
C 0.421 -3.536 4.070
N -0.384 -2.537 3.752
C 0.062 -1.629 2.891
N -0.880 -0.637 2.620
C -0.786 0.414 1.777
O 0.232 0.745 1.198
C -2.097 1.153 1.560
C -2.953 0.318 0.591
C -2.051 -0.372 -0.437
O -1.751 -1.540 -0.255
N -1.581 0.348 -1.478
C -1.955 1.705 -1.795
C -0.761 2.661 -1.999
O -0.836 3.539 -2.839
N 0.278 2.443 -1.188
C 1.509 3.238 -1.183
C 2.135 3.228 -2.580
C 2.460 2.595 -0.177
C 1.179 4.674 -0.764
C -0.722 -0.294 -2.476
C 0.618 -0.788 -1.899
C 0.926 -2.056 -2.688
C -0.447 -2.703 -2.830
C -1.368 -1.525 -3.152
C 1.329 -1.672 2.322
H 3.871 -1.885 1.672
H 3.494 -3.545 1.210
H 4.244 -3.226 2.771
H 2.312 -4.517 3.842
H 0.014 -4.250 4.773
H -1.773 -0.839 3.052
H -1.862 2.128 1.130
H -2.624 1.303 2.503
H -3.435 -0.494 1.140
H -3.734 0.923 0.131
H -2.577 2.140 -1.014
H -2.532 1.726 -2.728
H 0.214 1.730 -0.467
H 1.449 3.670 -3.297
H 3.059 3.798 -2.578
H 2.355 2.208 -2.890
H 1.997 2.539 0.805
H 3.373 3.180 -0.101
H 2.719 1.586 -0.489
H 2.079 5.282 -0.760
H 0.746 4.684 0.234
H 0.467 5.104 -1.462
H -0.529 0.472 -3.229
H 1.397 -0.033 -1.989
H 0.489 -1.036 -0.847
H 1.642 -2.698 -2.177
H 1.326 -1.801 -3.672
H -0.477 -3.475 -3.598
H -0.741 -3.137 -1.875
H -2.378 -1.693 -2.784
H -1.420 -1.365 -4.229
H 1.645 -0.905 1.635

Quick ranking, most stable first: version 2, version 1.

Version 1
C6H7Cl | wB97M-V/def2-TZVPD

HOMO level (alpha / beta) (eV): -7.95 / -7.95
Orbital gap (alpha / beta) (eV): 7.3765 / 7.3762

CARTESIAN COORDINATES (ANGSTROEM)
C -2.361 0.532 0.357
C 0.039 1.279 -0.592
C -1.568 -0.535 -0.160
C -1.947 -1.810 0.048
C -0.152 -0.189 -0.577
C 1.168 1.779 0.186
Cl -3.975 0.567 -0.033
H -1.252 -2.633 -0.022
H -2.941 -2.045 0.395
H -0.070 -0.477 -1.637
H 0.589 -0.774 -0.005
H 1.988 1.083 0.412
H 0.649 2.023 1.125
H 1.555 2.717 -0.204

Version 2
C6H7Cl | wB97M-V/def2-TZVPD

HOMO level (eV): -8.84
Orbital gap (eV): 8.3753
SMILES: CC1=C[C@H](Cl)C=C1

CARTESIAN COORDINATES (ANGSTROEM)
C -1.472 0.637 -0.489
C -0.149 0.120 -0.010
C 0.996 0.907 0.052
C 2.175 0.046 0.209
Cl 4.082 0.245 -0.493
C 1.639 -1.363 -0.001
C 0.302 -1.279 -0.070
H -2.337 0.132 -0.106
H -1.543 0.671 -1.640
H -1.417 1.704 -0.123
H 0.982 1.985 0.007
H 2.651 0.100 1.234
H 2.369 -2.092 -0.244
H -0.390 -2.065 -0.174

Quick ranking, most stable first: version 2, version 1.

Version 1
C3H6BrNO2S | wB97M-V/def2-TZVPD

HOMO level (alpha / beta) (eV): -8.89 / -9.02
Orbital gap (alpha / beta) (eV): 7.6939 / 8.3916

CARTESIAN COORDINATES (ANGSTROEM)
C 1.162 -1.066 -0.017
C 0.497 -1.078 1.334
C -0.748 -0.323 0.856
N -0.409 0.985 -1.626
O -1.638 1.959 0.373
O 0.813 1.832 0.341
S -0.449 1.213 0.057
Br -2.049 -1.300 -0.065
H 1.625 -0.163 -0.342
H 1.056 -1.927 -0.682
H 0.331 -1.841 2.102
H 0.910 -0.309 1.965
H -0.088 1.779 -2.176
H -1.014 0.238 -2.119

Version 2
C3H6BrNO2S | wB97M-V/def2-TZVPD

HOMO level (eV): -9.39
Orbital gap (eV): 10.0584
SMILES: NS(=O)(=O)C1(Br)CC1

CARTESIAN COORDINATES (ANGSTROEM)
N 1.099 -0.796 -1.584
S 0.217 -1.269 -0.267
O 0.841 -2.409 0.283
O -1.098 -1.440 -0.828
C 0.353 0.229 0.779
Br 2.001 0.886 1.098
C -0.924 1.284 0.106
C -0.906 0.694 1.475
H 0.717 -0.378 -2.433
H 1.877 -1.471 -1.852
H -1.307 0.873 -0.776
H -0.711 2.385 -0.021
H -0.590 1.510 2.136
H -1.569 -0.098 1.884

Quick ranking, most stable first: version 2, version 1.